# 1
C3H2N2O2 | ωB97M-V with the def2-TZVPD basis set

Output
E_HOMO = -8.92 eV
E_LUMO = -0.941 eV
total energy = -375.3097 Ha
relative energy (zero: lowest compared OMol25 entry of this formula, charge and spin) = 529.78 kJ/mol
orbital gap = 0.293 Eh

CARTESIAN COORDINATES (ANGSTROEM)
H 2.361 0.601 -0.191
C -0.751 0.601 0.659
H -2.358 1.751 -0.209
O -2.802 -0.229 -0.142
O 1.800 -2.182 -0.702
C -2.053 0.710 0.013
N 0.369 0.320 0.270
N 1.890 -1.495 0.275
C 1.544 -0.076 0.027

***

# 2
C3H2N2O2 | ωB97M-V with the def2-TZVPD basis set

Output
E_HOMO = -11.14 eV
E_LUMO = -0.243 eV
total energy = -375.4401 Ha
relative energy (zero: lowest compared OMol25 entry of this formula, charge and spin) = 187.49 kJ/mol
orbital gap = 0.401 Eh

CARTESIAN COORDINATES (ANGSTROEM)
O -0.157 2.615 0.451
C 0.585 1.685 0.291
C 0.120 0.237 0.295
O -0.530 -0.454 1.226
H 1.649 1.773 -0.025
N 0.265 -0.395 -0.824
H -0.647 -2.211 -1.462
C -0.421 -1.559 -0.615
N -0.852 -1.712 0.605

***

# 3
C3H2N2O2 | ωB97M-V with the def2-TZVPD basis set

Output
E_HOMO = -11.19 eV
E_LUMO = -0.158 eV
total energy = -375.4624 Ha
relative energy (zero: lowest compared OMol25 entry of this formula, charge and spin) = 128.87 kJ/mol
orbital gap = 0.405 Eh

CARTESIAN COORDINATES (ANGSTROEM)
H 2.518 -0.372 0.072
C 1.554 0.123 -0.103
N -1.830 -1.119 -0.040
O 0.490 -0.715 0.243
H -1.573 -2.104 -0.127
N -0.773 2.230 0.199
C -0.857 -0.336 0.110
O 1.488 1.216 -0.565
C -1.023 1.102 0.194